Here is 2 unconnected molecules or ions with the total composition C3H2NO6PS in a non-equilibrium geometry from the Open Molecules 2025 dataset. Energies are from ωB97M-V/def2-TZVPD.

Values from the calculation:
Expectation value of S²: 2.011
E in Ha: -1361.18463
Charge: -2
HOMO level (spin up / spin down) in eV: -1.03 / -0.43
Spin multiplicity: 3
Kohn-Sham gap (spin up / spin down) in eV: 6.76 / 5.88

Last column: natural (NBO) charge in e.
CARTESIAN COORDINATES (ANGSTROEM)
S -0.390 -3.212 4.886  -0.805
P -2.098 -1.435 1.047  2.272
O 0.478 -2.524 1.304  -0.479
O 0.734 -0.232 -2.379  -0.679
O -3.343 -2.085 0.586  -1.126
O -0.105 -4.792 0.716  -0.596
O -1.337 -1.190 -0.496  -0.624
O -2.080 -0.019 1.579  -1.158
N -0.411 -0.199 -0.383  -0.337
C -0.900 -2.611 1.733  -0.172
C -0.308 -3.657 1.100  0.717
C 0.461 0.185 -1.290  0.487
H 1.105 1.063 -1.023  0.076
H -0.764 0.455 0.394  0.425

Cartesian forces (eV/Å) of the 6 atoms listed first:
-0.05 0.01 -0.19
-0.74 1.68 -1.75
0.58 -0.37 -0.24
0.02 -1.81 -2.43
0.02 -0.54 0.91
-0.38 2.07 0.26